(1)
{
  "formula": "C5H10O",
  "method": "ωB97M-V/def2-TZVPD",
  "elements": ["C", "C", "C", "C", "O", "C", "H", "H", "H", "H", "H", "H", "H", "H", "H", "H"],
  "positions_angstrom": [[-1.955115, 1.167300, -1.281241], [-0.337714, -0.813052, -0.027585], [-0.629308, -0.704043, 1.471526], [0.620864, 0.254005, -0.458577], [0.187817, 1.299328, -0.937058], [2.099581, -0.019470, -0.265727], [-1.796411, 1.768783, -2.190429], [-2.121877, 1.915101, -0.482022], [-1.260572, -0.591544, -0.582872], [0.048268, -1.801450, -0.289041], [-0.911943, 0.320827, 1.739427], [0.228182, -1.000729, 2.084967], [-1.471958, -1.353716, 1.721431], [2.275613, -0.410171, 0.745283], [2.396437, -0.820946, -0.955717], [2.731281, 0.853781, -0.440162]],
  "atomic_forces_ev_per_a": [[0.4, 0.4, -0.1], [0.0, -0.1, -0.1], [0.0, 0.0, 0.1], [-0.1, 0.0, 0.0], [-0.3, -0.4, 0.1], [-0.1, 0.1, 0.0], [0.1, 0.1, 0.1], [0.1, 0.0, -0.1], [0.2, -0.3, 0.1], [0.1, 0.0, 0.1], [0.0, -0.2, -0.1], [-0.1, 0.1, 0.0], [0.1, 0.1, 0.0], [-0.1, 0.1, -0.2], [-0.1, 0.2, 0.1], [-0.2, -0.1, 0.0]],
  "lumo_ev": 0.71,
  "fmax_ev_per_a": 0.6,
  "relative_energy_kcal_mol": 102.12,
  "charge": 0
}

=====

(2)
{
  "formula": "C5H10O",
  "method": "ωB97M-V/def2-TZVPD",
  "elements": ["C", "C", "C", "C", "C", "O", "H", "H", "H", "H", "H", "H", "H", "H", "H", "H"],
  "positions_angstrom": [[1.103044, 1.073281, -0.652051], [0.368834, -0.461389, -0.010923], [0.990516, -0.767533, 1.344756], [-1.146193, -0.352369, 0.124854], [-1.879395, -0.020688, -1.140266], [-1.348940, 0.072494, -2.221793], [2.182570, 1.092443, -0.421574], [0.553072, 1.820395, -0.112935], [1.024131, 1.282271, -1.750375], [0.857234, -0.522184, -0.959600], [0.601721, -1.667857, 1.853302], [2.072710, -0.881901, 1.282022], [0.763666, 0.071830, 2.024999], [-1.642274, -1.249019, 0.556362], [-1.389988, 0.435617, 0.864195], [-2.972868, 0.154424, -1.014801]],
  "atomic_forces_ev_per_a": [[-0.7, 0.0, 1.1], [0.8, 3.0, -0.3], [0.2, 0.1, -0.2], [0.3, 0.2, -0.3], [0.2, 0.1, -0.3], [-0.4, 0.0, 0.4], [-0.6, -0.2, 0.3], [0.1, 0.9, 0.2], [-0.4, -0.8, 1.0], [-0.4, -3.5, -0.7], [0.0, 0.2, -0.5], [0.0, 0.1, 0.0], [0.2, -0.2, -0.1], [0.5, 0.2, -0.3], [0.0, -0.1, -0.2], [0.2, -0.1, -0.1]],
  "lumo_ev": 1.04,
  "fmax_ev_per_a": 3.6,
  "smiles": "CC(C)CC=O",
  "relative_energy_kcal_mol": 60.51,
  "charge": 0
}

=====

(3)
{
  "formula": "C5H10O",
  "method": "ωB97M-V/def2-TZVPD",
  "elements": ["C", "C", "C", "C", "C", "O", "H", "H", "H", "H", "H", "H", "H", "H", "H", "H"],
  "positions_angstrom": [[-1.812043, -0.463798, 0.412032], [-1.090515, 0.421876, -0.579800], [-0.042952, 1.381572, -0.060978], [0.359085, 0.216386, -0.889966], [2.495904, -0.334268, 0.369187], [1.066365, -0.883482, -0.320816], [-2.100194, -1.427318, -0.024470], [-1.205144, -0.652008, 1.307762], [-2.724689, 0.029892, 0.759811], [-1.695958, 0.740968, -1.425336], [0.064215, 2.375213, -0.487241], [0.181000, 1.326317, 1.000704], [0.739280, 0.391430, -1.889051], [3.084698, -1.242410, 0.152402], [2.186048, -0.454970, 1.428374], [0.494902, -1.425397, 0.247392]],
  "atomic_forces_ev_per_a": [[0.0, 0.0, 0.0], [-0.1, 0.0, -0.1], [0.1, 0.1, 0.1], [-0.1, 0.0, -0.2], [0.0, -0.4, 0.3], [0.0, 0.2, 0.1], [0.0, 0.1, 0.0], [-0.1, 0.0, -0.1], [0.1, -0.1, 0.0], [0.1, 0.0, 0.1], [0.0, -0.2, 0.0], [0.0, 0.0, -0.2], [-0.1, 0.0, 0.1], [-0.1, 0.1, 0.0], [0.1, 0.1, -0.1], [0.2, 0.2, -0.1]],
  "lumo_ev": 0.62,
  "fmax_ev_per_a": 0.5,
  "relative_energy_kcal_mol": 121.99,
  "charge": 0
}

=====

(4)
{
  "formula": "C5H10O",
  "method": "ωB97M-V/def2-TZVPD",
  "elements": ["C", "C", "C", "C", "C", "O", "H", "H", "H", "H", "H", "H", "H", "H", "H", "H"],
  "positions_angstrom": [[0.118935, -0.549892, 1.507231], [-0.265673, 0.598121, 0.583446], [-1.621729, 1.214770, 1.015269], [-0.334387, 0.195021, -0.909884], [0.631376, -0.898558, -1.295830], [1.809673, -0.719241, -1.427254], [1.098965, -0.955291, 1.285651], [-0.046758, -0.322784, 2.564587], [-0.572719, -1.369616, 1.303663], [0.425328, 1.434580, 0.649165], [-2.057087, 1.763898, 0.188483], [-1.456531, 1.819448, 1.904884], [-2.289459, 0.423026, 1.363074], [-1.347613, -0.070174, -1.233794], [-0.045177, 1.073715, -1.511473], [0.196563, -1.901994, -1.472701]],
  "atomic_forces_ev_per_a": [[-0.7, -0.3, -0.3], [-0.8, 0.5, 0.0], [0.7, -0.9, 0.4], [0.2, 0.4, -0.4], [-0.4, 0.1, 0.0], [0.4, 0.0, 0.0], [0.4, 0.2, 0.3], [0.5, 0.2, -0.1], [-0.2, -0.2, 0.0], [0.5, -0.2, 0.1], [-0.2, 0.3, 0.2], [-0.1, 0.4, -0.2], [-0.2, 0.0, -0.4], [0.1, -0.2, 0.3], [-0.1, -0.2, 0.2], [0.0, -0.1, 0.0]],
  "lumo_ev": 1.03,
  "fmax_ev_per_a": 1.2,
  "smiles": "CC(C)CC=O",
  "relative_energy_kcal_mol": 14.55,
  "charge": 0
}

=====

(5)
{
  "formula": "C5H10O",
  "method": "ωB97M-V/def2-TZVPD",
  "elements": ["C", "C", "C", "C", "C", "O", "H", "H", "H", "H", "H", "H", "H", "H", "H", "H"],
  "positions_angstrom": [[-0.124003, -1.240318, -1.532055], [-0.310517, 0.207753, -1.174238], [0.102649, 0.538817, 0.268488], [-0.973767, 0.493445, 1.305976], [1.570308, 0.409694, 1.084521], [1.131115, 1.467133, 0.319793], [-0.748678, -1.853460, -0.882997], [0.915651, -1.504934, -1.347231], [-0.356576, -1.447138, -2.578778], [-1.365709, 0.473950, -1.352705], [0.281058, 0.810468, -1.867817], [-1.063671, 1.443199, 1.799901], [-1.978686, 0.289499, 0.960705], [-0.903689, -0.190285, 2.150423], [1.936258, -0.526071, 0.713131], [1.888258, 0.628247, 2.132884]],
  "atomic_forces_ev_per_a": [[0.2, -0.5, 0.1], [0.3, 0.0, 0.1], [0.6, -0.6, 1.5], [-1.2, 0.6, 0.9], [-1.6, -1.2, -0.3], [0.5, 1.3, -0.4], [0.0, -0.2, -0.1], [0.1, -0.3, -0.1], [-0.1, 0.0, 0.1], [0.3, 0.1, 0.4], [0.1, 0.1, 0.3], [0.1, 0.9, 0.2], [-0.2, 0.0, -0.8], [0.7, -0.4, -0.3], [1.4, 0.2, -1.0], [-1.1, -0.2, -0.7]],
  "lumo_ev": 1.01,
  "fmax_ev_per_a": 2.0,
  "smiles": "CC[C@@]1(C)CO1",
  "relative_energy_kcal_mol": 71.38,
  "charge": 0
}

=====

(6)
{
  "formula": "C5H10O",
  "method": "ωB97M-V/def2-TZVPD",
  "elements": ["C", "C", "C", "C", "C", "O", "H", "H", "H", "H", "H", "H", "H", "H", "H", "H"],
  "positions_angstrom": [[1.459983, -0.400646, 1.207020], [0.338589, 0.240196, 0.389754], [-0.118036, -0.722181, -0.732700], [-1.298294, -0.118441, -1.450382], [-0.820185, 0.660228, 1.299764], [-0.818405, 0.438355, -2.548179], [2.306765, -0.694035, 0.576187], [1.828193, 0.293257, 1.971641], [1.092198, -1.298138, 1.720528], [0.738551, 1.140103, -0.099674], [0.728600, -0.913470, -1.409574], [-0.434983, -1.667574, -0.271909], [-1.608840, 1.174502, 0.742454], [-0.464939, 1.324091, 2.096396], [-1.273561, -0.218967, 1.774410], [-1.557126, 0.874694, -2.998913]],
  "atomic_forces_ev_per_a": [[0.0, 0.0, 0.0], [0.0, 0.1, 0.1], [-0.1, 0.0, 0.0], [0.5, -0.1, -0.2], [0.0, 0.0, 0.1], [-0.3, 0.0, 0.1], [-0.1, 0.0, 0.1], [-0.1, -0.1, -0.1], [0.1, 0.1, -0.1], [-0.1, -0.1, 0.1], [-0.1, 0.0, 0.1], [0.0, 0.2, 0.0], [0.1, -0.1, 0.1], [0.0, -0.1, -0.1], [0.1, 0.1, -0.1], [0.1, -0.1, 0.0]],
  "lumo_ev": 0.96,
  "fmax_ev_per_a": 0.5,
  "relative_energy_kcal_mol": 57.83,
  "charge": 0
}

=====

| no. | HOMO level (eV) |
| --- | --- |
| 1 | -8.208 |
| 2 | -9.025 |
| 3 | -7.375 |
| 4 | -9.751 |
| 5 | -8.612 |
| 6 | -8.450 |